# C7H11NO2S3

A 2-piece molecular cluster, C7H11NO2S3 overall at a distorted geometry (the ωB97M-V functional and the def2-TZVPD basis, the OMol25 dataset).

Structure (XYZ):
```
24
C7H11NO2S3, DFT the ωB97M-V functional and the def2-TZVPD basis
S 1.1947 -1.4983 1.6259
S -0.6716 -1.3234 -3.3646
S 0.1409 1.0833 -1.5977
O -2.3008 -0.3037 0.1104
O -1.7148 -0.0256 2.2439
N 0.2520 -1.3058 -0.9300
C -0.0486 -0.6515 -2.0362
C 2.6843 0.3838 -0.6358
C 1.1762 1.7042 0.9066
C 0.5504 -0.6175 0.2540
C 1.2238 0.6814 -0.2189
C -1.5486 -0.1850 1.0850
C -3.7408 -0.2106 0.2854
H -4.2099 0.8490 0.3960
H 2.8066 0.8424 -1.7411
H 1.8244 2.5006 0.5960
H -4.1351 -0.7735 1.0992
H 0.1909 2.2350 1.2771
H -4.0457 -0.5902 -0.6446
H 2.9353 -0.7306 -0.6216
H 3.2849 0.9087 0.0627
H 0.3007 -2.3464 -0.9490
H 2.3276 -1.7919 0.9097
H 1.5232 1.1657 1.8874
```

Its total energy is -45525.14554 eV. The net charge is 0. The energy above the lowest of the compared OMol25 structures with the same formula, charge and spin is 0.0 kJ/mol. Its LUMO energy is 0.00704 Eh. The HOMO energy is -0.295 hartree.

***

# C27H36N3O10P3S5Ti

C27H36N3O10P3S5Ti as an isolated structure at a distorted geometry (the ωB97M-V functional and the def2-TZVPD basis, the OMol25 dataset).

Structure (XYZ):
```
85
C27H36N3O10P3S5Ti, DFT the ωB97M-V functional and the def2-TZVPD basis
Ti 2.1359 0.4840 0.7530
S 4.5579 -1.5788 -3.6229
S 4.6236 -4.0709 -5.2723
S 1.6700 -2.3492 -0.5102
S 2.8886 -3.7660 -2.8651
S 3.7910 0.2392 -1.4423
P -1.8746 -0.3557 -0.8924
P 3.7356 -1.0912 3.0796
P 0.7502 -1.3556 3.2207
O 4.9945 -1.6763 3.5864
O -0.1729 -2.6676 2.9698
O 3.3251 0.2754 3.8540
O 3.1791 1.8593 1.4302
O 1.3210 1.6656 -0.4726
O 2.7923 7.7118 -0.7514
O 0.2232 -0.5882 4.3959
O 0.7973 -0.5885 1.9053
O 1.5585 7.5245 -2.4980
O 3.5688 -0.8259 1.5946
N 2.4717 -3.3878 2.7715
N 2.1030 7.0443 -1.5115
N 0.3526 1.9037 3.6288
C 2.3365 -2.1741 3.5942
C -4.2091 1.4736 -1.0901
C -2.8010 -1.8397 -0.3090
C -1.9929 2.3338 -0.3859
C 2.4183 -2.4647 5.1003
C 2.5611 5.0780 -0.1635
C -0.9857 -1.7306 -3.0587
C -2.0077 -2.8334 0.2689
C 1.5898 2.9301 -0.7294
C -3.2519 0.8593 1.1420
C -4.7427 -3.2253 0.1337
C -1.9605 -0.5815 -2.7650
C 1.0132 3.5282 -1.8663
C -3.3087 -0.9282 -3.3960
C 3.5954 -1.2894 -2.1711
C -1.3881 0.6856 -3.4074
C -4.1794 -2.0603 -0.3687
C -2.9279 1.1144 -0.3360
C 1.1675 4.8608 -2.1509
C 4.0526 -3.1915 -3.9812
C 1.9415 5.6263 -1.2586
C 2.8161 -2.3519 -1.8350
C -2.5654 -4.0060 0.7659
C 3.1737 3.1387 1.1836
C 0.3631 2.3760 2.5621
C 2.4431 3.7005 0.1235
C -3.9365 -4.2033 0.7021
H 1.7743 -4.0723 3.0395
H -4.6954 2.3103 -0.5754
H -0.9151 -1.8742 -4.1420
H -3.6118 1.7895 1.5929
H -4.0342 -0.1220 -3.3075
H 0.7198 5.3178 -3.0186
H 1.6631 -3.2065 5.3793
H 3.3932 -3.7838 2.9319
H -0.4250 0.9433 -2.9606
H 3.1589 5.7095 0.4783
H -1.9203 -4.7559 1.2083
H -1.0812 2.1689 0.1881
H -3.9933 1.8055 -2.1067
H -3.1620 -1.1243 -4.4645
H -2.0592 1.5405 -3.3005
H -4.0172 0.0932 1.2749
H 0.0153 -1.5070 -2.6857
H 3.8031 3.7571 1.8174
H -4.3770 -5.1121 1.0947
H 2.2470 -1.5644 5.6884
H -2.5117 3.2026 0.0338
H -1.7013 2.5863 -1.4057
H 0.4316 2.8866 -2.5151
H -4.9288 0.6572 -1.1423
H -4.8262 -1.3138 -0.8066
H -1.0927 -2.4277 2.7984
H -5.8159 -3.3691 0.0818
H -2.3572 0.5553 1.6934
H 3.3711 1.0349 3.2486
H 2.4536 -2.7695 0.5051
H 0.3007 0.9371 4.1082
H 3.4102 -2.8584 5.3280
H -1.2331 0.5155 -4.4781
H -0.9372 -2.6789 0.3335
H -3.7363 -1.8309 -2.9566
H -1.3163 -2.6716 -2.6132
```

Its total energy is -158695.71346 eV. The net charge is -2. The energy above the lowest of the compared OMol25 structures with the same formula, charge and spin is 59.3 kJ/mol. Its LUMO energy (alpha / beta) is 0.13791 / 0.13791 Eh. The HOMO energy (alpha / beta) is -0.036 / -0.035 hartree.

***

Which of these has the lowest net charge?
C27H36N3O10P3S5Ti